1.
A 2-piece molecular cluster, C19H28IN5OP overall at a distorted geometry, computed with wB97M-V/def2-TZVPD.

## Properties
Maximum force = 7.12 eV/A
Frontier orbital gap = 6.390 eV
Net charge = +1
LUMO = -3.51 eV
E_tot = -47027.77961 eV

Last column: natural (NBO) charge in e.
Positions of all 55 atoms, in Å:
1 C 4.743 0.145 3.475  -0.143
2 C 4.510 0.606 2.361  0.100
3 N 3.825 1.176 1.219  -0.352
4 C 2.492 0.790 0.966  0.245
5 N 2.114 1.545 -0.162  -0.370
6 C 0.773 1.526 -0.811  -0.097
7 C -0.142 2.473 -0.339  -0.312
8 C 3.181 2.377 -0.629  -0.009
9 I 3.011 3.683 -2.337  0.315
10 C 4.341 2.145 0.308  0.159
11 C 5.733 2.832 0.259  -0.120
12 C 6.976 2.054 0.609  -0.188
13 C 8.320 2.746 0.557  -0.201
14 C 8.339 4.209 0.147  -0.179
15 C 7.110 4.998 -0.210  -0.208
16 C 5.766 4.291 -0.148  -0.181
17 H 4.868 -0.074 4.577  0.292
18 H 1.819 0.076 1.526  0.289
19 H 0.539 0.793 -1.645  0.259
20 H 0.269 3.515 -0.120  0.221
21 H -1.239 2.262 -0.162  0.267
22 H 6.954 0.967 0.898  0.239
23 H 9.293 2.238 0.816  0.248
24 H 9.346 4.713 0.134  0.237
25 H 7.126 6.085 -0.517  0.247
26 H 4.856 4.889 -0.434  0.238
27 O -3.680 0.017 -0.141  -0.997
28 P -4.331 -1.376 -0.155  2.158
29 N -3.020 -2.117 0.693  -0.792
30 C -1.661 -2.029 0.187  -0.409
31 C -3.011 -1.746 2.109  -0.416
32 N -4.260 -1.593 -1.846  -0.773
33 C -3.390 -2.513 -2.543  -0.396
34 C -4.494 -0.412 -2.672  -0.397
35 N -5.179 -2.949 -0.141  -0.632
36 C -6.589 -2.771 0.234  -0.431
37 C -4.678 -4.182 0.455  -0.408
38 H -0.958 -2.514 0.872  0.190
39 H -1.331 -0.992 0.042  0.170
40 H -1.546 -2.570 -0.751  0.204
41 H -4.017 -1.834 2.534  0.198
42 H -2.673 -0.714 2.257  0.187
43 H -2.365 -2.416 2.684  0.194
44 H -2.396 -2.082 -2.713  0.168
45 H -3.810 -2.771 -3.521  0.199
46 H -3.276 -3.462 -2.016  0.205
47 H -3.588 0.199 -2.765  0.172
48 H -5.285 0.207 -2.246  0.209
49 H -4.824 -0.694 -3.676  0.194
50 H -6.690 -2.548 1.301  0.183
51 H -7.181 -3.660 0.001  0.207
52 H -7.029 -1.940 -0.329  0.208
53 H -4.635 -4.132 1.548  0.188
54 H -3.693 -4.449 0.073  0.213
55 H -5.332 -5.019 0.186  0.207

2.
C19H28IO2Ru as an isolated structure at a distorted geometry, computed with wB97M-V/def2-TZVPD.

## Properties
Maximum force = 2.27 eV/A
2S+1 = 5
Frontier orbital gap (alpha / beta) = 6.353 / 5.445 eV
Net charge = +1
Energy relative to the best compared isomer or geometry (same formula, charge and spin) = 0.119 eV
LUMO (alpha / beta) = -4.62 / -6.27 eV
E_tot = -34922.64514 eV

Last column: natural (NBO) charge in e.
Positions of all 51 atoms, in Å:
1 O 0.701 -1.158 -2.521  -0.582
2 C 0.134 -2.455 -2.910  -0.068
3 C 0.891 -2.536 -4.215  -0.463
4 H -0.939 -2.339 -3.072  0.200
5 H 0.380 -3.261 -2.206  0.176
6 C 1.333 -1.104 -3.841  0.276
7 H 0.280 -2.605 -5.112  0.215
8 H 1.713 -3.259 -4.230  0.210
9 C 0.646 -0.135 -4.775  -0.630
10 H -0.443 -0.296 -4.771  0.220
11 H 1.045 -0.279 -5.790  0.220
12 H 0.874 0.896 -4.496  0.208
13 C 2.842 -0.976 -3.840  -0.626
14 H 3.308 -1.682 -3.144  0.217
15 H 3.129 0.040 -3.563  0.207
16 H 3.219 -1.151 -4.861  0.225
17 Ru -0.293 1.536 2.693  0.665
18 C 0.795 1.801 4.666  -0.237
19 C 0.070 0.678 5.166  -0.231
20 C 0.311 -0.425 4.325  -0.152
21 H -0.588 0.703 6.029  0.262
22 C 1.216 -0.015 3.269  -0.311
23 C 1.590 1.355 3.538  -0.306
24 H 2.414 1.887 3.074  0.270
25 H 0.827 2.795 5.102  0.263
26 H -0.048 -1.441 4.458  0.262
27 H 1.621 -0.625 2.463  0.271
28 C -1.316 3.984 2.895  -0.240
29 C 0.039 3.658 2.522  -0.227
30 C -0.016 2.979 1.241  -0.332
31 H 0.957 3.986 3.010  0.261
32 C -1.416 2.749 0.954  -0.260
33 C -2.181 3.425 1.944  -0.145
34 H -3.260 3.538 1.910  0.258
35 H -1.594 4.552 3.786  0.257
36 H 0.817 2.868 0.550  0.279
37 H -1.791 2.247 0.068  0.270
38 O -1.788 -0.884 -1.460  -0.524
39 C -0.728 -0.336 -0.620  -0.078
40 C -0.100 -1.502 0.133  -0.452
41 H -1.186 0.325 0.147  0.126
42 H 0.007 0.258 -1.175  0.235
43 C -1.257 -2.526 0.223  -0.451
44 H 0.329 -1.176 1.085  0.190
45 H 0.695 -1.924 -0.487  0.245
46 C -2.400 -1.897 -0.561  -0.078
47 H -1.520 -2.758 1.250  0.215
48 H -0.980 -3.454 -0.275  0.222
49 H -3.089 -1.394 0.160  0.162
50 H -2.952 -2.634 -1.164  0.215
51 I -2.301 -0.032 2.422  0.092

3.
C19H28IrN5PS4 as an isolated structure at a distorted geometry, computed with wB97M-V/def2-TZVPD.

## Properties
Maximum force = 2.26 eV/A
Frontier orbital gap = 6.373 eV
Net charge = +1
Energy relative to the best compared isomer or geometry (same formula, charge and spin) = 3.474 eV
LUMO = -3.10 eV
E_tot = -83073.66844 eV

Last column: natural (NBO) charge in e.
Positions of all 58 atoms, in Å:
1 Ir 0.018 0.439 -0.309  0.549
2 C -4.512 1.519 -1.682  -0.643
3 C -3.317 0.783 -1.123  -0.212
4 S -1.764 1.376 -1.620  -0.090
5 C -3.429 -0.261 -0.319  -0.206
6 C -4.759 -0.883 0.028  -0.641
7 S -2.025 -1.005 0.382  -0.136
8 H -4.193 2.330 -2.335  0.226
9 H -5.108 1.945 -0.872  0.222
10 H -5.161 0.849 -2.248  0.230
11 H -5.431 -0.149 0.477  0.225
12 H -4.626 -1.704 0.730  0.229
13 H -5.242 -1.268 -0.871  0.229
14 N 2.866 -1.664 0.323  -0.787
15 C 3.161 -0.443 -0.152  0.282
16 N 2.275 0.511 -0.331  -0.567
17 C 2.879 1.711 -0.673  0.093
18 C 4.217 1.651 -0.808  -0.419
19 S 4.788 0.055 -0.475  0.442
20 C 2.025 2.877 -0.723  0.170
21 C 2.375 4.156 -0.960  -0.439
22 S 1.016 5.194 -0.751  0.444
23 C 0.042 3.816 -0.344  0.284
24 N 0.698 2.680 -0.398  -0.555
25 N -1.238 3.951 0.058  -0.796
26 H 1.892 -1.937 0.331  0.428
27 H 3.549 -2.400 0.271  0.419
28 H 4.900 2.435 -1.087  0.260
29 H 3.338 4.558 -1.225  0.258
30 H -1.698 4.826 -0.131  0.409
31 H -1.807 3.117 -0.041  0.429
32 C -1.562 1.416 2.720  -0.973
33 P -0.051 0.694 2.023  1.186
34 C 0.170 -0.853 2.947  -0.972
35 C 1.237 1.761 2.737  -0.969
36 H -1.496 1.436 3.809  0.242
37 H -2.423 0.826 2.416  0.270
38 H -1.674 2.432 2.341  0.248
39 H 0.092 -0.666 4.018  0.244
40 H 1.155 -1.262 2.718  0.245
41 H -0.590 -1.571 2.643  0.266
42 H 1.160 1.765 3.824  0.248
43 H 1.117 2.776 2.359  0.248
44 H 2.221 1.392 2.443  0.245
45 N 0.160 -1.403 -1.920  -0.863
46 C 0.713 -2.687 -1.597  0.220
47 C 1.773 -3.192 -2.340  -0.279
48 C 2.339 -4.414 -2.007  -0.192
49 C 1.845 -5.147 -0.938  -0.230
50 C 0.786 -4.642 -0.194  -0.178
51 C 0.216 -3.420 -0.523  -0.307
52 H 0.565 -1.052 -2.782  0.395
53 H -0.848 -1.468 -2.038  0.421
54 H 2.143 -2.636 -3.194  0.217
55 H 3.166 -4.799 -2.589  0.227
56 H 2.278 -6.106 -0.689  0.228
57 H 0.395 -5.205 0.643  0.226
58 H -0.618 -3.036 0.046  0.247

4.
One molecule with the formula C19H28N2O at a distorted geometry, computed with wB97M-V/def2-TZVPD.

## Properties
SMILES = CC(C)CN1CCN(CC#Cc2ccccc2)C[C@@H]1CCO
Maximum force = 1.03 eV/A
Frontier orbital gap = 8.332 eV
Net charge = 0
Energy relative to the best compared isomer or geometry (same formula, charge and spin) = 3.485 eV
LUMO = 0.78 eV
E_tot = -25183.01554 eV

Last column: natural (NBO) charge in e.
Positions of all 50 atoms, in Å:
1 C -3.021 -2.905 -0.283  -0.612
2 C -3.743 -1.860 0.563  -0.215
3 C -3.521 -2.155 2.044  -0.611
4 C -3.320 -0.429 0.168  -0.219
5 N -1.885 -0.206 0.283  -0.477
6 C -1.490 0.474 1.509  -0.238
7 C -1.796 1.983 1.491  -0.240
8 N -1.266 2.676 0.331  -0.436
9 C 0.104 3.142 0.437  -0.291
10 C 1.147 2.126 0.492  -0.004
11 C 1.976 1.253 0.507  -0.044
12 C 2.901 0.182 0.505  -0.041
13 C 2.433 -1.132 0.546  -0.196
14 C 3.328 -2.184 0.529  -0.214
15 C 4.691 -1.940 0.474  -0.210
16 C 5.159 -0.637 0.436  -0.211
17 C 4.273 0.423 0.451  -0.189
18 C -1.603 1.966 -0.890  -0.243
19 C -1.236 0.471 -0.843  -0.076
20 C -1.476 -0.221 -2.187  -0.433
21 C -0.291 -0.021 -3.137  -0.053
22 O 0.924 -0.495 -2.612  -0.713
23 H -3.268 -2.787 -1.336  0.201
24 H -1.947 -2.797 -0.153  0.213
25 H -3.311 -3.907 0.025  0.207
26 H -4.819 -1.928 0.362  0.192
27 H -3.991 -1.396 2.667  0.202
28 H -3.954 -3.120 2.302  0.209
29 H -2.458 -2.189 2.268  0.206
30 H -3.893 0.275 0.787  0.179
31 H -3.629 -0.272 -0.867  0.197
32 H -2.002 0.017 2.355  0.204
33 H -0.413 0.328 1.637  0.207
34 H -1.403 2.448 2.397  0.203
35 H -2.882 2.132 1.478  0.189
36 H 0.296 3.788 -0.430  0.222
37 H 0.168 3.764 1.338  0.222
38 H 1.369 -1.316 0.590  0.216
39 H 2.963 -3.200 0.559  0.213
40 H 5.388 -2.766 0.461  0.213
41 H 6.222 -0.446 0.393  0.214
42 H 4.633 1.441 0.419  0.217
43 H -1.098 2.451 -1.727  0.200
44 H -2.686 2.068 -1.036  0.191
45 H -0.161 0.399 -0.638  0.234
46 H -2.375 0.160 -2.675  0.204
47 H -1.605 -1.290 -2.010  0.211
48 H -0.126 1.041 -3.332  0.173
49 H -0.513 -0.516 -4.096  0.160
50 H 0.800 -1.405 -2.320  0.462

Please write out number 4 again, unchanged.
One molecule with the formula C19H28N2O at a distorted geometry, computed with wB97M-V/def2-TZVPD.

## Properties
SMILES = CC(C)CN1CCN(CC#Cc2ccccc2)C[C@@H]1CCO
Maximum force = 1.03 eV/A
Frontier orbital gap = 8.332 eV
Net charge = 0
Energy relative to the best compared isomer or geometry (same formula, charge and spin) = 3.485 eV
LUMO = 0.78 eV
E_tot = -25183.01554 eV

Last column: natural (NBO) charge in e.
Positions of all 50 atoms, in Å:
1 C -3.021 -2.905 -0.283  -0.612
2 C -3.743 -1.860 0.563  -0.215
3 C -3.521 -2.155 2.044  -0.611
4 C -3.320 -0.429 0.168  -0.219
5 N -1.885 -0.206 0.283  -0.477
6 C -1.490 0.474 1.509  -0.238
7 C -1.796 1.983 1.491  -0.240
8 N -1.266 2.676 0.331  -0.436
9 C 0.104 3.142 0.437  -0.291
10 C 1.147 2.126 0.492  -0.004
11 C 1.976 1.253 0.507  -0.044
12 C 2.901 0.182 0.505  -0.041
13 C 2.433 -1.132 0.546  -0.196
14 C 3.328 -2.184 0.529  -0.214
15 C 4.691 -1.940 0.474  -0.210
16 C 5.159 -0.637 0.436  -0.211
17 C 4.273 0.423 0.451  -0.189
18 C -1.603 1.966 -0.890  -0.243
19 C -1.236 0.471 -0.843  -0.076
20 C -1.476 -0.221 -2.187  -0.433
21 C -0.291 -0.021 -3.137  -0.053
22 O 0.924 -0.495 -2.612  -0.713
23 H -3.268 -2.787 -1.336  0.201
24 H -1.947 -2.797 -0.153  0.213
25 H -3.311 -3.907 0.025  0.207
26 H -4.819 -1.928 0.362  0.192
27 H -3.991 -1.396 2.667  0.202
28 H -3.954 -3.120 2.302  0.209
29 H -2.458 -2.189 2.268  0.206
30 H -3.893 0.275 0.787  0.179
31 H -3.629 -0.272 -0.867  0.197
32 H -2.002 0.017 2.355  0.204
33 H -0.413 0.328 1.637  0.207
34 H -1.403 2.448 2.397  0.203
35 H -2.882 2.132 1.478  0.189
36 H 0.296 3.788 -0.430  0.222
37 H 0.168 3.764 1.338  0.222
38 H 1.369 -1.316 0.590  0.216
39 H 2.963 -3.200 0.559  0.213
40 H 5.388 -2.766 0.461  0.213
41 H 6.222 -0.446 0.393  0.214
42 H 4.633 1.441 0.419  0.217
43 H -1.098 2.451 -1.727  0.200
44 H -2.686 2.068 -1.036  0.191
45 H -0.161 0.399 -0.638  0.234
46 H -2.375 0.160 -2.675  0.204
47 H -1.605 -1.290 -2.010  0.211
48 H -0.126 1.041 -3.332  0.173
49 H -0.513 -0.516 -4.096  0.160
50 H 0.800 -1.405 -2.320  0.462

Question: Among the records above, which one has the lowest E_tot?
Answer: C19H28IrN5PS4

Question: Among the records above, which one has the highest E_tot?
Answer: C19H28N2O